Entry 1:
A molecular structure, C51H43AsBrHfN2O3S2SbSi, computed with ωB97M-V/def2-TZVPD.

The calculation puts the total energy at -230986.9785 eV. For the maximum force, the calculation gives 1.6 eV Å⁻¹. As for the charge: 0. As for the LUMO energy: -0.20 eV. The energy relative to the best compared isomer or geometry (same formula, charge and spin) is 0.000 eV. As for the HOMO energy: -0.2921 Eh.

Geometry as XYZ:
```
106
Properties=species:S:1:pos:R:3:forces:R:3
Hf -1.900 -0.356 0.118 -0.492 0.486 -1.425
S 0.446 -1.360 0.343 -0.026 -0.125 0.286
C 0.461 -3.132 0.515 0.099 0.108 -0.065
C 1.482 -3.708 1.275 0.012 -0.005 0.004
C 1.557 -5.082 1.420 -0.021 -0.018 -0.018
C 0.613 -5.912 0.822 0.032 0.019 0.015
C -0.406 -5.352 0.072 0.055 -0.064 0.006
C -0.473 -3.972 -0.094 0.000 -0.032 -0.126
As -1.939 -3.031 -0.905 -0.272 0.000 0.909
C -3.104 -3.194 0.685 0.078 -0.132 0.155
C -4.195 -4.045 0.805 -0.062 0.008 -0.175
C -4.937 -4.085 1.978 -0.014 -0.008 0.003
C -4.612 -3.278 3.060 0.024 0.035 -0.023
C -3.517 -2.434 2.969 -0.176 -0.053 -0.099
C -2.781 -2.406 1.792 0.237 0.144 0.140
C -2.818 -4.153 -2.187 0.145 0.077 -0.190
C -4.140 -3.879 -2.533 -0.021 -0.022 -0.023
C -4.752 -4.619 -3.533 -0.001 0.013 0.011
C -4.046 -5.612 -4.198 -0.017 -0.012 -0.021
C -2.721 -5.861 -3.875 0.018 0.013 0.011
C -2.099 -5.126 -2.874 -0.076 -0.054 -0.023
H 2.205 -3.062 1.756 -0.004 0.004 0.002
H 2.354 -5.512 2.014 0.000 0.004 -0.002
H 0.666 -6.985 0.952 0.004 0.004 -0.002
H -1.158 -5.995 -0.372 -0.020 0.037 0.000
H -4.474 -4.693 -0.016 0.010 0.022 -0.023
H -5.779 -4.763 2.044 0.000 0.006 0.013
H -5.200 -3.318 3.966 0.002 0.003 -0.001
H -3.224 -1.803 3.798 0.007 -0.015 0.011
H -1.852 -1.821 1.849 0.121 -0.334 0.100
H -4.685 -3.088 -2.033 0.028 0.001 0.025
H -5.780 -4.411 -3.798 0.002 -0.003 -0.004
H -4.527 -6.187 -4.979 -0.001 0.005 0.001
H -2.165 -6.622 -4.406 0.001 0.000 0.005
H -1.059 -5.315 -2.637 -0.001 0.023 0.012
C 0.620 -1.129 -3.209 0.002 -0.090 -0.063
Si -0.569 0.299 -3.352 -0.029 0.044 0.049
C -2.161 -0.249 -4.153 -0.020 -0.073 -0.029
C 0.228 1.659 -4.363 0.005 0.035 -0.010
C 1.513 1.531 -4.889 0.057 -0.009 0.004
C 2.091 2.551 -5.636 -0.013 -0.004 0.015
C 1.385 3.720 -5.873 0.005 0.018 -0.008
C 0.104 3.868 -5.357 0.029 -0.002 -0.017
C -0.463 2.849 -4.609 -0.049 0.005 0.023
H 0.945 -1.403 -4.218 0.021 -0.034 0.023
H 0.147 -2.005 -2.762 -0.019 0.015 -0.003
H 1.497 -0.899 -2.604 0.010 0.046 -0.010
H -1.967 -0.537 -5.190 -0.026 -0.012 0.005
H -2.904 0.551 -4.152 0.021 0.022 -0.010
H -2.596 -1.105 -3.632 0.014 0.003 0.016
H 2.088 0.629 -4.714 -0.028 -0.014 0.010
H 3.093 2.431 -6.029 -0.001 0.005 -0.003
H 1.832 4.516 -6.454 -0.003 -0.002 0.001
H -0.450 4.782 -5.535 -0.003 -0.002 0.006
H -1.457 2.990 -4.197 0.004 -0.018 -0.003
O -5.332 0.711 -2.037 0.020 -0.057 -0.008
C -4.528 0.046 -1.500 -0.045 0.026 0.013
N -3.717 -0.666 -0.973 0.179 -0.055 0.111
Br -0.442 5.376 4.947 0.028 0.005 -0.006
C -1.240 4.754 3.360 -0.022 -0.074 -0.036
C -1.595 5.654 2.361 0.036 0.066 0.077
N -2.172 5.286 1.224 -0.007 -0.035 -0.020
C -2.422 3.993 1.042 -0.098 -0.007 -0.018
C -2.083 3.028 1.980 0.125 -0.085 0.275
C -1.468 3.408 3.167 0.079 0.113 -0.075
C -2.282 1.601 1.671 -0.370 -0.159 -0.067
O -3.278 1.185 1.014 0.233 0.228 -0.167
O -1.385 0.733 1.950 0.282 -0.011 0.150
H -1.399 6.711 2.497 -0.015 -0.003 -0.018
H -2.889 3.700 0.109 0.003 0.015 0.004
H -1.178 2.676 3.908 -0.010 -0.014 -0.009
S -0.998 1.269 -1.475 -0.010 -0.009 0.299
Sb 1.750 2.028 1.400 -0.236 0.070 0.045
C 2.221 0.600 2.920 0.060 -0.113 0.075
C 1.371 0.482 4.018 -0.028 0.024 -0.010
C 1.590 -0.475 4.998 0.002 -0.004 0.000
C 2.667 -1.344 4.889 0.010 -0.023 0.007
C 3.519 -1.244 3.799 -0.015 0.020 -0.011
C 3.295 -0.280 2.823 0.049 0.007 -0.041
C 2.426 3.751 2.487 0.044 0.040 0.024
C 2.950 3.707 3.776 0.076 -0.031 0.033
C 3.368 4.870 4.413 -0.010 -0.013 0.002
C 3.261 6.094 3.771 -0.014 0.022 -0.003
C 2.732 6.153 2.488 0.028 0.014 0.024
C 2.317 4.990 1.855 -0.060 0.041 0.000
C 3.515 1.784 0.240 0.112 -0.035 -0.086
C 3.367 1.317 -1.064 -0.033 -0.014 -0.034
C 4.476 1.122 -1.878 0.007 -0.002 0.015
C 5.745 1.396 -1.391 0.032 0.002 0.001
C 5.904 1.872 -0.095 -0.007 -0.003 -0.026
C 4.794 2.066 0.714 0.000 0.045 0.015
H 0.514 1.140 4.112 -0.006 0.004 -0.012
H 0.918 -0.544 5.845 0.005 -0.006 0.002
H 2.841 -2.095 5.649 -0.006 0.006 0.005
H 4.365 -1.915 3.705 -0.005 -0.007 0.008
H 3.968 -0.223 1.975 -0.012 0.004 0.002
H 3.050 2.759 4.291 -0.018 -0.008 -0.012
H 3.777 4.816 5.415 -0.001 0.003 -0.002
H 3.582 7.000 4.268 0.005 -0.004 -0.004
H 2.646 7.105 1.980 -0.008 -0.004 -0.003
H 1.903 5.060 0.854 -0.005 -0.035 0.001
H 2.374 1.112 -1.453 -0.002 -0.008 -0.001
H 4.348 0.761 -2.891 -0.005 0.003 0.003
H 6.613 1.246 -2.021 -0.006 0.000 -0.004
H 6.895 2.095 0.282 -0.003 0.001 0.005
H 4.927 2.449 1.721 -0.007 -0.010 -0.003
```
Forces are in eV/Å.


Entry 2:
A molecular structure, C51H45Br3F4N4OP3ScTe, computed with ωB97M-V/def2-TZVPD.

The calculation puts the total energy at -338446.2610 eV. For the maximum force, the calculation gives 0.6 eV Å⁻¹. As for the charge: +4. As for the LUMO energy: -11.87 eV. The energy relative to the best compared isomer or geometry (same formula, charge and spin) is 0.000 eV. As for the HOMO energy: -0.6409 Eh.

Geometry as XYZ:
```
113
Properties=species:S:1:pos:R:3:forces:R:3
Sc 0.740 -0.889 -0.911 0.395 -0.300 -0.368
Br 5.338 -0.104 -2.501 -0.048 -0.011 -0.022
C 3.927 0.518 -3.682 0.210 0.006 0.028
Br 2.383 1.192 -2.750 -0.091 0.061 0.093
H 3.635 -0.289 -4.342 -0.031 0.006 0.044
H 4.354 1.357 -4.220 -0.073 -0.024 -0.051
Te 0.477 0.285 4.458 -0.033 0.019 0.143
C -1.421 0.917 5.095 -0.154 0.225 0.050
C -2.475 0.067 5.389 0.145 -0.080 -0.052
C -3.629 0.646 5.913 -0.031 -0.222 -0.005
N -3.756 1.942 6.155 -0.061 0.002 0.024
C -2.720 2.729 5.916 0.031 0.201 0.018
C -1.517 2.273 5.389 0.063 -0.077 -0.099
C 0.425 0.297 2.493 -0.095 -0.252 -0.245
P 1.959 -0.098 1.626 -0.091 0.275 -0.198
C 2.450 1.469 0.816 0.234 -0.011 0.127
C 1.589 2.503 0.460 -0.132 0.048 -0.052
C 2.089 3.653 -0.140 0.023 -0.002 -0.002
C 3.448 3.786 -0.381 -0.040 0.002 -0.006
C 4.309 2.746 -0.052 -0.012 0.002 -0.024
C 3.815 1.591 0.531 0.033 0.001 -0.019
C 3.215 -0.448 2.858 0.000 -0.116 0.055
C 3.432 -1.790 3.191 -0.034 -0.017 0.050
C 4.308 -2.119 4.213 -0.008 0.034 -0.003
C 4.973 -1.111 4.901 0.015 -0.035 0.022
C 4.761 0.225 4.577 -0.004 -0.006 -0.002
C 3.883 0.562 3.560 0.010 0.029 -0.026
P -0.904 0.153 1.172 0.156 0.021 0.215
C -1.802 -1.317 1.763 -0.146 -0.064 0.128
C -3.053 -1.165 2.368 0.053 0.056 -0.001
C -3.750 -2.253 2.866 -0.024 -0.030 0.022
C -3.199 -3.521 2.783 0.026 -0.019 -0.028
C -1.969 -3.699 2.164 -0.017 0.071 -0.055
C -1.272 -2.617 1.644 -0.107 -0.046 0.018
C -1.966 1.599 1.391 0.000 -0.031 0.036
C -3.234 1.600 0.808 -0.033 -0.014 0.038
C -4.043 2.720 0.911 -0.013 -0.026 -0.020
C -3.597 3.848 1.584 0.027 0.032 0.017
C -2.332 3.855 2.158 -0.006 0.011 0.004
C -1.519 2.738 2.064 0.052 0.056 -0.033
H -2.418 -1.002 5.241 -0.040 -0.004 -0.027
H -4.484 0.025 6.156 0.009 -0.011 -0.008
H -2.844 3.780 6.156 0.015 -0.009 -0.003
H -0.708 2.975 5.228 0.009 -0.025 -0.014
H 0.528 2.460 0.664 0.017 -0.035 0.010
H 1.411 4.455 -0.393 -0.002 0.020 -0.006
H 3.835 4.697 -0.816 0.010 0.010 -0.008
H 5.371 2.844 -0.235 0.011 -0.003 0.007
H 4.512 0.808 0.809 -0.018 -0.019 0.019
H 2.881 -2.574 2.679 -0.010 0.004 -0.018
H 4.468 -3.154 4.482 0.007 -0.013 0.001
H 5.658 -1.366 5.699 0.006 -0.006 0.008
H 5.284 1.000 5.120 -0.001 0.019 0.000
H 3.727 1.604 3.307 0.000 -0.002 -0.003
H -3.492 -0.181 2.457 0.020 -0.011 0.041
H -4.722 -2.111 3.319 -0.003 0.025 0.005
H -3.732 -4.378 3.171 -0.009 -0.005 0.007
H -1.558 -4.695 2.061 0.012 -0.019 0.007
H 0.217 -3.847 1.093 -0.177 0.011 -0.076
H -3.608 0.723 0.301 0.015 -0.005 0.016
H -5.029 2.708 0.467 -0.012 -0.009 0.006
H -4.235 4.717 1.666 -0.002 0.021 0.003
H -1.982 4.732 2.686 0.006 0.012 0.005
H -0.536 2.770 2.517 -0.011 -0.023 0.032
F -1.719 -3.590 -7.442 -0.001 0.036 0.032
C -1.603 -2.778 -6.421 0.033 0.032 0.059
C -2.566 -1.811 -6.171 0.082 0.001 0.069
F -3.605 -1.692 -6.962 0.025 -0.006 0.018
C -2.417 -0.957 -5.080 -0.022 -0.054 -0.112
F -3.340 -0.021 -4.913 0.000 -0.013 0.028
C -1.341 -1.048 -4.202 0.020 0.083 -0.097
P -1.254 -0.038 -2.689 0.019 -0.098 0.176
C -2.933 -0.141 -2.025 -0.053 0.120 -0.039
C -3.877 0.859 -2.259 -0.002 -0.042 -0.046
C -5.179 0.692 -1.817 0.009 -0.045 0.005
C -5.542 -0.466 -1.138 -0.011 0.017 -0.014
C -4.602 -1.461 -0.899 -0.025 -0.012 0.000
C -3.297 -1.301 -1.342 0.039 -0.068 0.014
C -0.973 1.669 -3.202 -0.032 -0.016 -0.091
C -0.694 2.018 -4.520 -0.012 -0.007 0.008
C -0.454 3.346 -4.847 0.002 -0.005 -0.027
C -0.495 4.324 -3.865 -0.014 0.021 0.063
C -0.774 3.978 -2.547 -0.003 0.013 -0.046
C -1.005 2.654 -2.212 0.028 0.017 0.059
C -0.384 -2.010 -4.511 0.048 0.039 -0.029
Br 1.223 -2.131 -3.508 -0.122 -0.162 0.075
C -0.489 -2.865 -5.585 -0.141 0.034 -0.086
F 0.453 -3.758 -5.847 0.018 -0.005 0.008
H -3.607 1.755 -2.803 0.014 -0.002 -0.005
H -5.917 1.457 -2.019 -0.016 0.008 -0.007
H -6.563 -0.599 -0.807 -0.011 -0.002 0.003
H -4.889 -2.368 -0.384 -0.006 -0.008 0.008
H -2.574 -2.093 -1.169 0.011 0.028 -0.018
H -0.674 1.267 -5.299 -0.002 -0.007 0.001
H -0.254 3.617 -5.875 0.000 0.007 -0.008
H -0.329 5.360 -4.128 0.007 0.012 -0.008
H -0.835 4.747 -1.788 -0.006 0.010 0.009
H -1.257 2.399 -1.186 -0.012 -0.015 -0.017
O 0.035 -2.495 -0.307 -0.066 0.100 -0.041
N 0.005 -2.854 1.066 0.226 0.094 0.232
N 5.902 -3.780 -1.844 0.094 0.054 -0.051
C 4.647 -4.112 -1.066 0.092 -0.046 -0.008
C 3.420 -3.334 -1.561 -0.030 -0.163 0.062
N 3.026 -2.150 -0.779 -0.092 0.330 0.000
H 6.709 -4.306 -1.490 -0.035 0.019 -0.001
H 6.138 -2.783 -1.804 -0.038 -0.039 -0.024
H 5.802 -4.024 -2.835 0.009 -0.010 0.043
H 4.874 -3.923 -0.017 -0.041 0.015 -0.008
H 4.509 -5.184 -1.195 -0.047 0.020 0.010
H 2.573 -4.020 -1.564 0.010 0.015 -0.008
H 3.580 -3.040 -2.599 -0.007 0.026 -0.001
H 3.752 -1.435 -0.812 0.022 -0.046 0.023
H 2.900 -2.413 0.197 -0.005 0.024 -0.038
```
Forces are in eV/Å.


Entry 3:
A molecular structure, C51H45N5O6TeY, computed with ωB97M-V/def2-TZVPD.

The calculation puts the total energy at -81692.1397 eV. For the maximum force, the calculation gives 1.3 eV Å⁻¹. As for the charge: 0. The spin multiplicity is 2. As for the LUMO energy (alpha / beta): -0.04 / -0.43 eV. The energy relative to the best compared isomer or geometry (same formula, charge and spin) is 1.998 eV. As for the HOMO energy (alpha / beta): -0.2144 / -0.2740 Eh. Its expectation value of S² is 0.77.

Geometry as XYZ:
```
109
Properties=species:S:1:pos:R:3:forces:R:3
Y 0.274 -0.111 -0.298 0.163 0.369 -1.220
C -0.779 4.001 -1.580 0.001 0.024 0.044
O -1.855 4.192 -0.666 -0.075 -0.040 -0.075
C -1.873 3.604 0.562 -0.099 -0.023 0.053
C -2.744 4.174 1.470 -0.010 0.030 0.017
C -2.912 3.663 2.756 0.029 -0.024 -0.026
C -2.179 2.561 3.136 -0.036 0.017 0.003
C -1.321 1.933 2.225 0.075 -0.072 0.119
C -0.512 0.811 2.704 -0.010 0.232 -0.004
N -0.099 -0.119 1.938 0.234 0.091 0.740
N 0.921 -0.981 2.420 -0.123 0.067 0.072
C 2.020 -0.816 1.718 0.117 0.315 0.169
O 2.158 0.013 0.726 0.728 -0.250 0.692
C 3.201 -1.634 2.108 -0.109 -0.073 0.090
C 3.350 -2.085 3.416 0.021 -0.082 0.016
C 4.451 -2.851 3.766 -0.016 0.012 -0.023
C 5.401 -3.178 2.808 -0.006 0.003 -0.011
C 5.251 -2.731 1.501 0.008 -0.004 -0.003
C 4.157 -1.955 1.151 0.010 0.021 -0.002
C -1.147 2.435 0.907 0.231 -0.063 0.020
O -0.338 1.863 0.048 -0.404 0.903 0.332
H -0.916 4.774 -2.334 0.012 0.004 -0.009
H 0.185 4.132 -1.091 0.013 -0.006 -0.002
H -0.816 3.016 -2.044 0.006 0.012 -0.015
H -3.296 5.047 1.144 0.001 0.002 0.003
H -3.591 4.143 3.446 -0.002 0.003 0.004
H -2.264 2.161 4.140 0.005 0.003 0.002
H -0.171 0.829 3.742 -0.058 -0.062 0.018
H 2.597 -1.828 4.148 -0.002 0.010 0.004
H 4.570 -3.191 4.787 0.002 -0.005 0.001
H 6.260 -3.778 3.080 0.004 0.000 -0.004
H 5.991 -2.988 0.754 -0.001 -0.001 -0.003
H 4.020 -1.602 0.138 -0.001 -0.001 0.006
O 5.203 -0.072 -5.732 -0.043 -0.008 0.016
C 3.941 -0.269 -6.189 0.009 0.061 0.038
O 3.761 -0.455 -7.360 -0.006 -0.032 -0.006
C 2.844 -0.240 -5.179 0.085 -0.005 -0.061
C 1.611 -0.764 -5.558 -0.108 -0.023 0.038
C 0.534 -0.763 -4.692 0.058 -0.028 -0.089
C 0.662 -0.218 -3.410 -0.153 0.139 0.062
C 1.914 0.287 -3.027 0.053 0.082 0.015
C 2.983 0.294 -3.897 -0.047 -0.181 -0.017
N -0.374 -0.108 -2.489 -0.103 0.047 -0.816
C -1.625 0.111 -2.912 0.042 0.009 -0.101
C -2.685 0.403 -2.031 -0.082 -0.121 0.022
C -3.841 1.048 -2.543 0.001 -0.065 0.013
C -4.778 1.555 -1.690 -0.037 0.008 0.019
C -4.598 1.390 -0.305 -0.035 0.009 -0.036
C -3.513 0.664 0.119 0.069 -0.250 0.081
N -2.575 0.137 -0.686 0.273 0.349 -0.333
H 5.204 -0.037 -4.769 0.018 -0.012 -0.012
H 1.518 -1.177 -6.554 0.001 0.006 -0.002
H -0.411 -1.195 -5.000 -0.001 0.009 -0.006
H 2.044 0.745 -2.048 0.056 0.048 -0.109
H 3.908 0.753 -3.567 -0.003 -0.001 0.009
H -1.826 0.213 -3.977 0.012 0.080 0.009
H -3.930 1.176 -3.615 0.000 0.014 -0.004
H -5.639 2.087 -2.075 0.000 0.007 0.003
H -5.286 1.805 0.418 -0.017 -0.005 -0.001
H -3.396 0.448 1.178 0.053 0.061 0.005
C -5.670 -2.986 -4.965 0.006 0.018 0.003
C -4.855 -2.901 -3.705 0.017 -0.011 0.026
C -5.437 -2.541 -2.501 -0.022 0.021 -0.018
C -4.700 -2.468 -1.324 -0.066 0.060 -0.002
C -5.462 -2.097 -0.074 -0.048 -0.021 0.044
C -3.336 -2.765 -1.366 0.043 0.057 0.068
Te -2.319 -2.385 0.453 -0.258 -0.845 -0.020
N -0.501 -2.223 -0.135 -0.113 -0.705 0.215
C 0.686 -2.857 -0.289 -0.673 -0.265 -0.005
O 1.566 -2.227 -0.898 -0.038 -0.034 -0.030
C 0.946 -4.233 0.208 0.232 0.041 -0.074
C 1.772 -5.056 -0.555 -0.102 -0.052 -0.036
C 2.035 -6.349 -0.136 -0.006 0.008 0.009
C 1.502 -6.814 1.061 0.006 -0.004 0.014
C 0.723 -5.978 1.848 0.026 0.009 -0.043
C 0.449 -4.688 1.420 0.039 -0.015 0.091
C -2.683 -4.357 1.181 0.077 0.078 0.043
C -2.969 -5.413 0.325 0.024 -0.038 -0.009
C -3.313 -6.653 0.839 0.014 0.010 0.009
C -3.384 -6.827 2.213 0.009 0.011 0.001
C -3.098 -5.771 3.065 0.029 0.012 -0.035
C -2.738 -4.521 2.569 0.050 -0.048 0.076
C -2.405 -3.409 3.535 0.002 0.028 -0.006
C -2.718 -3.175 -2.555 -0.036 -0.015 -0.074
C -1.284 -3.617 -2.690 -0.026 0.011 0.043
C -3.505 -3.224 -3.702 0.043 -0.005 -0.002
H -6.448 -2.223 -4.984 -0.002 0.000 0.002
H -6.160 -3.959 -5.042 -0.001 -0.004 0.006
H -5.045 -2.862 -5.849 0.006 0.003 0.003
H -6.495 -2.302 -2.467 0.003 0.004 -0.001
H -5.995 -1.158 -0.222 -0.009 -0.028 -0.012
H -4.855 -1.968 0.823 0.024 -0.003 -0.050
H -6.191 -2.877 0.154 -0.011 0.001 -0.001
H 2.188 -4.668 -1.475 0.015 0.001 -0.005
H 2.664 -6.994 -0.736 -0.003 -0.005 -0.004
H 1.714 -7.823 1.390 0.000 -0.003 -0.001
H 0.336 -6.324 2.797 0.006 -0.004 0.001
H -0.097 -4.015 2.062 -0.049 0.072 -0.002
H -2.921 -5.275 -0.748 -0.025 0.029 -0.013
H -3.524 -7.476 0.169 -0.002 0.000 0.003
H -3.659 -7.790 2.625 0.006 -0.002 0.001
H -3.146 -5.917 4.138 0.000 -0.004 0.003
H -2.200 -3.817 4.523 -0.017 0.001 0.007
H -3.232 -2.701 3.637 -0.005 0.000 -0.025
H -1.521 -2.837 3.238 -0.002 -0.015 0.003
H -0.996 -4.310 -1.897 0.019 0.000 0.037
H -0.591 -2.776 -2.667 0.007 0.031 0.016
H -1.160 -4.137 -3.639 0.026 0.013 0.005
H -3.034 -3.534 -4.629 -0.018 -0.004 -0.004
```
Forces are in eV/Å.